(1)
Here is a 12-piece molecular cluster, H25O12 overall from OMol25. Energies are from ωB97M-V/def2-TZVPD.

Geometry as XYZ:
```
37
Properties=species:S:1:pos:R:3:forces:R:3
O 0.193 -1.651 -0.982 -1.4 1.7 -0.7
H -2.176 -3.522 -2.465 0.0 -0.3 0.9
H -0.300 -0.052 -2.704 0.5 -0.3 0.0
O 2.648 -2.767 0.706 -1.3 -0.2 1.2
H 3.570 -2.794 0.460 0.3 -0.1 0.6
H 2.485 -2.920 1.682 0.9 0.3 -1.8
O -1.187 -1.214 3.684 0.5 -0.3 3.0
H -1.424 2.343 2.667 -1.3 -1.8 -2.7
O -3.191 -1.338 -2.839 1.7 -0.3 -0.6
H -0.789 -1.186 4.652 -1.1 0.0 -3.0
H -2.679 -0.561 -3.140 -0.7 -0.3 0.1
O 0.043 1.310 3.562 -2.5 4.6 1.1
H 0.037 2.149 4.219 -0.6 -1.8 -2.1
H 0.756 0.975 3.996 3.8 -2.6 1.4
O -1.521 0.103 0.027 1.3 0.0 3.0
H 2.525 2.170 -0.512 0.1 -1.7 0.0
H -0.683 -0.430 0.464 -2.4 1.7 -2.0
O -0.704 0.631 -2.172 -2.1 -1.3 -0.2
H -0.156 1.406 -2.183 1.1 1.1 -0.3
H -0.784 -1.587 -1.225 1.9 -0.3 0.8
O 3.212 1.215 1.582 -2.3 -2.2 -1.0
H -1.743 0.867 0.837 0.5 -1.0 -1.4
H 3.561 1.989 1.880 0.8 4.0 1.6
O -1.993 1.697 2.038 0.1 -0.4 4.7
H -0.422 -1.234 3.105 0.3 0.1 -0.1
H -2.188 1.007 2.846 0.5 1.7 -2.9
O -1.609 -3.073 -1.798 2.7 -2.3 -3.1
H -0.670 -3.211 -2.292 -3.0 0.4 1.7
H -1.374 0.369 -1.071 0.9 -0.1 1.6
O 2.396 1.710 -1.379 -0.7 6.0 -0.7
H -2.449 -2.021 -2.741 -1.7 1.9 0.1
H 0.305 -2.569 -0.821 0.5 -1.2 0.7
O 0.314 2.636 -3.201 -1.4 0.2 -2.2
H 4.018 0.764 1.473 1.4 -1.8 -0.6
H -0.426 2.667 -3.912 1.8 0.1 1.8
H 2.231 2.736 -1.816 0.6 -4.5 0.7
H 0.171 3.386 -2.624 -0.2 0.6 0.1
```
Positions in Å, forces in eV/Å.

Calculated values
**Expectation value of S²**: 0.751
**LUMO (alpha / beta)**: -0.057 / -0.133 eV
**2S+1**: 2
**Energy above the lowest of the compared OMol25 structures with the same formula, charge and spin**: 4.704 eV
**Kohn-Sham gap (alpha / beta)**: 2.458 / 10.561 eV

Results of the natural (NBO) charge analysis, in e, for atoms 1 through 8: atom 1 (O): -0.9767, atom 2 (H): 0.4847, atom 3 (H): 0.5015, atom 4 (O): -0.9836, atom 5 (H): 0.4765, atom 6 (H): 0.4724, atom 7 (O): -0.9868, atom 8 (H): 0.4795

(2)
Here is a 9-piece molecular cluster, C35H81BrClF2IN5O10S2 overall from OMol25. Energies are from ωB97M-V/def2-TZVPD.

Geometry as XYZ:
```
138
Properties=species:S:1:pos:R:3:forces:R:3
C 7.718 -3.965 -0.606 -0.2 0.0 -0.1
C 7.291 -3.526 0.805 0.2 -0.1 -0.2
C 5.792 -3.248 0.979 0.0 0.4 0.1
C 5.173 -2.527 -0.213 0.3 0.4 0.4
N 3.746 -2.161 0.037 -0.4 0.0 -0.7
C 2.837 -3.149 -0.581 0.0 -0.5 0.2
C 1.707 -3.650 0.328 -0.1 0.2 0.0
C 0.466 -2.718 0.428 0.0 -0.3 0.2
C -0.884 -3.388 0.042 0.3 0.4 -0.1
C -2.070 -2.572 -0.530 -0.4 -0.2 0.1
N -2.346 -1.179 0.108 -0.1 0.0 -0.1
C -1.896 -0.822 1.524 -0.1 -0.3 0.4
C -0.953 0.372 1.748 0.0 0.1 0.2
C 0.413 0.043 2.318 -0.2 -0.2 0.3
Cl -1.839 1.465 2.899 0.2 0.2 0.1
C -2.320 -0.121 -0.969 0.3 -0.1 -0.7
Br -0.485 0.117 -1.606 -0.1 -0.1 -0.1
C -2.947 1.181 -0.436 0.2 0.1 0.5
C -2.219 2.520 -0.617 -0.6 0.2 0.1
C -2.231 3.120 -2.016 0.8 0.0 -0.4
N -1.151 4.120 -2.187 0.0 -0.3 0.1
C -3.107 -0.924 -2.028 -0.5 -0.4 -0.4
N -3.363 -0.174 -3.296 0.4 0.3 1.8
C -3.763 -0.922 -4.453 3.6 2.6 1.3
O -4.757 -1.442 -4.589 -5.1 -2.8 -0.6
F -2.877 -0.791 -5.365 1.5 0.1 -1.8
C -4.410 0.776 -3.081 1.3 -0.7 -1.2
O -5.265 0.711 -2.294 -1.3 0.3 1.0
F -4.302 1.733 -3.978 -0.2 0.3 -0.4
C -2.532 -2.402 -2.082 -0.2 -0.4 -0.2
N -3.717 -3.250 -2.182 -0.1 0.6 1.4
C -1.531 -2.675 -3.306 -0.2 0.6 0.0
I -2.387 -3.949 -4.829 -0.3 0.0 -0.3
C -0.088 -3.141 -3.143 0.3 -0.4 -0.6
C 0.161 -4.651 -3.298 0.2 0.1 0.2
C 3.505 -0.826 -0.411 -0.2 -0.3 0.2
S 3.522 0.445 0.595 0.3 0.0 0.1
S 3.237 -0.676 -2.158 0.2 0.1 0.1
C 3.831 1.003 -2.458 -0.1 0.3 -0.4
C 2.755 2.096 -2.434 0.1 -0.3 -0.1
C 3.346 3.503 -2.315 0.1 -0.1 -0.1
H 6.934 -4.541 -1.111 0.1 -0.1 0.1
H 8.611 -4.594 -0.566 0.0 0.2 0.0
H 7.931 -3.105 -1.250 0.0 -0.1 0.1
H 7.859 -2.632 1.084 -0.1 -0.2 0.0
H 7.596 -4.303 1.508 -0.1 0.1 0.1
H 5.661 -2.564 1.827 0.0 -0.3 0.0
H 5.238 -4.161 1.224 0.0 0.0 -0.2
H 5.251 -3.106 -1.137 -0.1 0.0 0.0
H 5.747 -1.607 -0.383 -0.1 -0.1 0.0
H 3.441 -4.010 -0.886 -0.1 0.1 0.1
H 2.409 -2.756 -1.502 -0.1 0.0 -0.2
H 1.386 -4.630 -0.033 0.0 0.0 -0.1
H 2.125 -3.815 1.326 0.0 0.0 -0.1
H 0.636 -1.804 -0.140 0.0 0.0 -0.1
H 0.390 -2.433 1.480 0.0 0.2 -0.2
H -0.738 -4.215 -0.656 0.1 0.1 -0.1
H -1.272 -3.858 0.953 0.0 0.0 -0.2
H -2.944 -3.115 -0.162 0.2 0.0 -0.1
H -3.357 -1.247 0.262 0.1 0.0 -0.1
H -2.827 -0.585 2.040 0.2 -0.2 -0.1
H -1.529 -1.722 2.021 0.0 0.1 -0.3
H -0.839 0.992 0.870 0.0 -0.1 0.0
H 0.823 0.916 2.824 0.1 0.0 -0.2
H 1.087 -0.270 1.527 0.1 0.0 0.0
H 0.342 -0.763 3.055 0.0 0.1 0.0
H -3.032 1.084 0.651 -0.2 -0.1 -0.2
H -3.976 1.257 -0.771 0.1 0.0 0.1
H -1.211 2.489 -0.199 0.0 0.0 -0.2
H -2.775 3.200 0.025 0.1 0.1 0.2
H -3.183 3.626 -2.194 -0.1 -0.2 -0.1
H -2.095 2.325 -2.760 -0.2 0.0 0.0
H -0.785 4.062 -3.133 -0.1 0.2 0.0
H -0.365 3.866 -1.594 -0.1 0.1 0.0
H -4.090 -1.122 -1.582 0.0 0.3 0.1
H -4.450 -3.007 -2.824 0.2 -0.2 -0.3
H -3.597 -4.230 -1.997 0.1 -0.1 -0.4
H -1.482 -1.733 -3.847 0.1 0.0 0.1
H 0.337 -2.747 -2.235 0.0 0.1 0.5
H 0.474 -2.651 -3.951 -0.1 0.0 0.2
H 0.299 -4.913 -4.350 -0.1 0.0 0.2
H 1.071 -4.944 -2.791 0.3 0.0 0.2
H -0.644 -5.270 -2.896 0.0 0.1 0.0
H 4.274 0.933 -3.458 0.0 0.1 0.1
H 4.626 1.208 -1.741 -0.1 -0.1 0.0
H 2.084 1.894 -1.596 0.0 0.0 0.0
H 2.190 2.006 -3.367 -0.2 0.0 0.2
H 2.657 4.179 -1.803 0.1 0.0 -0.1
H 3.570 3.918 -3.299 0.0 0.0 0.1
H 4.282 3.481 -1.751 -0.1 0.1 0.1
C -6.633 2.528 0.192 0.1 0.1 0.1
O -5.396 2.451 0.916 -0.1 -0.1 0.0
H -6.396 2.451 -0.865 0.0 0.0 0.0
H -7.306 1.711 0.461 0.0 0.0 0.0
H -7.136 3.480 0.367 0.0 0.0 0.0
H -5.603 2.528 1.852 0.1 0.0 0.0
C -2.882 -2.163 5.505 0.1 0.0 -0.1
O -2.281 -1.516 4.379 0.0 0.0 0.1
H -3.255 -3.123 5.158 0.0 0.0 0.0
H -2.156 -2.332 6.301 0.0 0.0 0.0
H -3.717 -1.581 5.898 0.0 0.0 0.0
H -1.947 -0.662 4.676 0.0 0.0 0.0
C -3.145 5.588 1.625 0.1 0.1 -0.1
O -1.740 5.365 1.705 -0.1 0.0 0.0
H -3.638 4.782 2.163 0.0 0.0 0.0
H -3.434 6.538 2.080 0.0 0.0 0.0
H -3.484 5.577 0.585 -0.1 0.0 0.0
H -1.304 6.076 1.227 0.0 0.0 0.0
C -1.743 6.346 -5.037 0.1 0.0 0.0
O -0.551 6.396 -4.267 -0.1 0.0 0.0
H -1.447 6.347 -6.083 0.0 0.0 0.0
H -2.320 5.436 -4.838 0.0 0.0 0.0
H -2.384 7.212 -4.856 0.0 0.0 0.0
H -0.803 6.384 -3.337 0.0 -0.1 0.0
C -7.791 3.137 -4.839 0.0 0.0 0.1
O -7.650 2.480 -3.584 0.1 0.0 0.0
H -8.488 3.957 -4.689 0.0 0.0 0.0
H -6.841 3.547 -5.193 0.0 0.0 0.0
H -8.197 2.470 -5.604 0.0 0.0 0.0
H -7.039 1.746 -3.692 -0.1 0.0 0.1
C 8.008 -3.426 4.709 0.1 0.0 -0.1
O 8.678 -2.817 3.612 0.0 0.1 0.1
H 7.469 -4.283 4.311 0.0 0.0 0.0
H 8.708 -3.778 5.470 0.0 0.0 0.0
H 7.290 -2.748 5.174 -0.1 0.0 0.0
H 9.167 -2.058 3.941 0.0 0.0 0.0
C 0.902 1.972 6.096 -0.3 0.1 -0.1
O -0.396 1.521 6.482 0.1 -0.2 0.0
H 1.549 1.884 6.961 0.0 0.0 0.0
H 1.319 1.359 5.291 0.0 0.0 0.0
H 0.874 3.017 5.775 0.0 0.0 0.0
H -0.987 1.607 5.729 0.0 0.2 -0.1
C 4.948 1.089 7.237 -0.1 0.0 0.0
O 3.598 0.669 7.401 0.1 0.0 -0.1
H 5.056 2.020 7.789 0.0 0.0 0.0
H 5.650 0.361 7.647 0.0 0.0 0.0
H 5.193 1.272 6.187 0.0 0.0 0.0
H 3.484 -0.157 6.922 0.0 0.0 0.1
```
Positions in Å, forces in eV/Å.

Calculated values
**LUMO**: -2.424 eV
**Energy above the lowest of the compared OMol25 structures with the same formula, charge and spin**: 0.000 eV
**Kohn-Sham gap**: 8.418 eV
**Total charge**: +1

Results of the Löwdin charge analysis, in e, for atoms 1 through 8: atom 1 (C): -0.1094, atom 2 (C): -0.2557, atom 3 (C): -0.1849, atom 4 (C): -0.2105, atom 5 (N): -0.1950, atom 6 (C): -0.2234, atom 7 (C): -0.1383, atom 8 (C): -0.1904

(3)
Here is C28H42ClCrN4O9P2 as an isolated structure from OMol25. Energies are from ωB97M-V/def2-TZVPD.

Geometry as XYZ:
```
87
Properties=species:S:1:pos:R:3:forces:R:3
Cr -0.493 -0.856 -0.668 -0.2 0.0 0.1
O 0.058 -2.883 -3.797 0.0 0.0 0.0
Cl -0.868 -2.083 -3.092 0.0 0.0 0.1
O -2.138 -2.034 -3.729 0.0 0.0 0.0
O -1.013 -2.576 -1.696 0.0 0.0 -0.1
O -0.347 -0.717 -2.902 0.0 0.1 -0.1
C -5.647 1.969 -1.041 0.0 0.0 0.0
N -4.634 0.965 -1.330 0.0 0.0 0.0
C -4.820 0.236 -2.585 0.0 0.0 0.0
P -3.247 0.879 -0.493 0.1 0.0 0.0
O -2.456 -0.282 -0.993 0.0 0.0 0.0
O -2.390 2.241 -0.738 -0.1 0.1 0.0
P -0.791 2.268 -0.971 0.0 -0.2 0.1
O -0.184 1.101 -0.254 0.0 0.1 -0.2
N -0.183 3.629 -0.335 0.1 0.0 0.1
C -0.306 4.928 -0.976 0.0 0.0 0.0
C 0.494 3.643 0.961 0.0 0.0 0.0
N -0.659 2.361 -2.584 0.0 0.0 0.0
C -1.718 2.091 -3.551 0.0 0.0 0.0
C 0.697 2.306 -3.139 0.0 0.0 0.0
N -3.631 1.019 1.080 0.0 0.0 0.0
C -2.752 1.641 2.072 0.0 0.0 0.0
C -4.533 0.014 1.652 0.0 0.0 0.0
H -6.634 1.502 -1.020 0.0 0.0 0.0
H -5.652 2.751 -1.806 0.0 0.0 0.0
H -5.459 2.425 -0.072 0.0 0.0 0.0
H -5.776 -0.291 -2.554 0.0 0.0 0.0
H -4.020 -0.485 -2.726 0.0 0.0 0.0
H -4.835 0.926 -3.433 0.0 0.0 0.0
H -0.868 4.843 -1.904 0.0 0.0 0.0
H 0.683 5.335 -1.202 0.0 0.0 0.0
H -0.825 5.627 -0.316 0.0 0.0 0.0
H 0.516 2.645 1.390 0.0 0.0 0.0
H -0.023 4.320 1.645 0.0 0.0 0.0
H 1.523 3.991 0.838 0.0 0.0 0.0
H -2.694 2.240 -3.097 0.0 0.0 0.0
H -1.648 1.070 -3.928 0.0 0.0 0.0
H -1.619 2.794 -4.381 0.0 0.0 0.0
H 1.438 2.389 -2.344 0.0 0.0 0.0
H 0.842 3.126 -3.845 0.0 0.0 0.0
H 0.853 1.351 -3.643 0.0 0.0 0.0
H -2.258 2.512 1.650 0.0 0.0 0.0
H -2.002 0.938 2.440 0.0 0.0 0.0
H -3.370 1.974 2.907 0.0 0.0 0.0
H -5.084 -0.495 0.863 0.0 0.0 0.0
H -5.245 0.508 2.316 0.0 0.0 0.0
H -3.967 -0.731 2.214 0.0 0.0 0.0
C 1.102 -0.244 4.765 0.0 0.0 0.0
C 1.534 0.230 3.508 0.0 0.0 0.0
C 0.897 -0.158 2.363 0.0 0.0 0.0
C -0.214 -1.045 2.398 0.0 0.0 0.0
C -0.909 -1.453 1.215 0.1 0.0 0.0
C -1.942 -2.346 1.344 0.0 0.0 0.0
C -2.338 -2.859 2.601 0.0 0.0 0.0
C -1.707 -2.450 3.739 0.0 0.0 0.0
C -0.630 -1.532 3.665 0.0 0.0 0.0
C 0.047 -1.107 4.837 0.0 0.0 0.0
H 1.616 0.067 5.666 0.0 0.0 0.0
H 2.392 0.890 3.450 0.0 0.0 0.0
H 1.258 0.185 1.403 0.0 0.0 0.0
H -2.473 -2.690 0.461 0.0 0.0 0.0
H -3.146 -3.580 2.655 0.0 0.0 0.0
H -2.005 -2.831 4.709 0.0 0.0 0.0
H -0.285 -1.491 5.795 0.0 0.0 0.0
C 7.753 -1.977 -0.239 0.0 0.0 0.0
C 6.249 -2.024 -0.229 0.0 0.0 0.0
C 5.521 -1.680 -1.361 0.0 0.0 0.0
C 4.132 -1.733 -1.381 0.0 0.0 0.0
C 3.399 -1.342 -2.640 0.0 0.0 0.0
C 3.460 -2.166 -0.235 0.0 0.0 0.0
C 4.167 -2.533 0.914 0.0 0.0 0.0
C 3.470 -3.021 2.157 0.0 0.0 0.0
C 5.555 -2.441 0.898 0.0 0.0 0.0
C 1.958 -2.252 -0.221 0.0 0.0 0.0
O 1.376 -3.253 0.146 0.0 0.0 0.0
O 1.371 -1.146 -0.617 0.1 0.0 0.0
H 8.121 -1.164 -0.865 0.0 0.0 0.0
H 8.168 -2.908 -0.632 0.0 0.0 0.0
H 8.151 -1.840 0.767 0.0 0.0 0.0
H 6.048 -1.360 -2.255 0.0 0.0 0.0
H 4.094 -1.292 -3.478 0.0 0.0 0.0
H 2.919 -0.369 -2.523 0.0 0.0 0.0
H 2.609 -2.052 -2.888 0.0 0.0 0.0
H 2.623 -2.388 2.423 0.0 0.0 0.0
H 4.167 -3.039 2.996 0.0 0.0 0.0
H 3.071 -4.024 2.008 0.0 0.0 0.0
H 6.108 -2.708 1.794 0.0 0.0 0.0
```
Positions in Å, forces in eV/Å.

Calculated values
**Expectation value of S²**: 3.801
**LUMO (alpha / beta)**: 0.158 / 0.158 eV
**2S+1**: 4
**Energy above the lowest of the compared OMol25 structures with the same formula, charge and spin**: 0.000 eV
**Kohn-Sham gap (alpha / beta)**: 7.723 / 7.869 eV

Results of the Löwdin charge analysis, in e, for atoms 1 through 8: atom 1 (Cr): 0.8286, atom 2 (O): -0.2445, atom 3 (Cl): 0.7388, atom 4 (O): -0.2748, atom 5 (O): -0.3592, atom 6 (O): -0.3833, atom 7 (C): -0.0850, atom 8 (N): -0.2897

(4)
Here is C32H47ClCrPSi4 as an isolated structure from OMol25. Energies are from ωB97M-V/def2-TZVPD.

Geometry as XYZ:
```
86
Properties=species:S:1:pos:R:3:forces:R:3
C -0.399 -2.457 1.400 -0.5 -0.6 -0.6
C -0.269 -3.100 0.131 0.2 0.1 0.7
C 1.127 -3.317 -0.093 -0.1 0.0 0.4
H -1.077 -3.383 -0.519 -0.1 0.0 0.1
C 1.823 -2.800 1.029 -0.2 -0.6 0.3
C 0.882 -2.297 1.969 0.7 -0.1 -1.1
H 1.113 -1.807 2.898 0.1 0.0 0.0
H -1.322 -2.101 1.822 -0.1 -0.3 0.0
H 1.572 -3.791 -0.950 0.1 -0.1 -0.1
H 2.894 -2.749 1.131 0.1 0.0 0.0
Cr 0.727 -1.165 -0.032 0.8 1.6 2.8
Cl 2.648 0.206 0.118 -0.4 -0.6 -0.4
P 0.738 -0.852 -2.292 -0.1 0.4 -1.8
C 1.974 -1.893 -3.166 -0.1 0.0 0.0
C 1.675 -2.598 -4.331 0.0 0.0 0.1
H 0.675 -2.576 -4.738 -0.1 0.0 0.0
C 2.658 -3.336 -4.976 0.0 0.0 0.0
H 2.411 -3.883 -5.876 0.0 0.0 0.0
C 3.950 -3.369 -4.472 0.0 0.0 0.0
H 4.715 -3.944 -4.977 0.0 0.0 0.0
C 4.256 -2.656 -3.321 0.0 0.0 0.0
H 5.264 -2.667 -2.928 0.0 0.0 0.0
C 3.277 -1.924 -2.669 0.0 0.0 0.0
H 3.520 -1.362 -1.779 0.0 0.0 0.1
C -0.865 -1.319 -3.033 0.0 0.1 0.0
C -1.325 -2.634 -2.948 0.0 0.0 -0.2
H -0.692 -3.403 -2.528 0.1 0.0 -0.1
C -2.584 -2.969 -3.418 0.0 0.0 0.0
H -2.925 -3.995 -3.357 0.0 0.0 0.0
C -3.406 -1.992 -3.965 0.0 0.0 0.0
H -4.392 -2.253 -4.327 0.0 0.0 0.0
C -2.959 -0.682 -4.041 -0.1 0.0 0.0
H -3.595 0.085 -4.461 0.0 0.0 0.0
C -1.695 -0.345 -3.580 0.0 -0.1 0.0
H -1.355 0.678 -3.638 0.0 0.1 0.0
C 1.063 0.815 -2.986 0.0 -0.2 0.0
C 1.573 0.935 -4.279 0.0 0.0 0.1
H 1.819 0.053 -4.852 0.0 -0.1 0.0
C 1.776 2.187 -4.837 0.0 0.0 0.0
H 2.175 2.268 -5.839 0.0 0.0 0.0
C 1.479 3.330 -4.107 0.0 -0.1 0.0
H 1.642 4.308 -4.542 0.0 0.0 0.0
C 0.976 3.213 -2.821 0.0 0.0 0.1
H 0.748 4.099 -2.243 0.0 0.0 0.0
C 0.769 1.963 -2.257 0.1 -0.1 -0.2
H 0.380 1.878 -1.257 0.0 -0.1 0.3
C 2.630 0.714 3.589 0.3 -0.3 0.2
Si 1.335 1.857 2.865 0.7 0.3 -0.2
C 0.827 3.022 4.238 -0.2 0.3 0.4
C 2.112 3.089 1.672 0.3 0.2 -0.3
Si -0.351 0.576 1.938 0.2 -0.5 -0.3
Si -1.451 -0.382 3.849 -0.2 -0.1 0.2
C -1.594 0.752 5.328 -0.1 0.5 0.4
C -3.213 -0.925 3.464 -0.4 -0.2 0.0
C -0.680 -1.873 4.706 0.2 -0.6 0.0
Si -1.990 2.009 1.218 -0.4 0.3 0.1
C -2.867 2.808 2.667 -0.4 0.1 0.4
C -1.519 3.502 0.199 0.0 0.4 -0.3
C -3.228 1.015 0.235 -0.3 -0.2 -0.3
H 3.447 1.316 4.037 -0.3 -0.4 -0.1
H 3.055 0.050 2.814 -0.2 0.3 0.4
H 2.165 0.090 4.379 0.3 0.3 -0.2
H 1.720 3.598 4.556 -0.4 -0.2 -0.3
H 0.061 3.732 3.869 0.3 -0.3 0.4
H 0.461 2.494 5.123 -0.1 0.2 -0.1
H 2.547 2.647 0.767 -0.2 0.2 0.3
H 1.351 3.826 1.364 0.3 -0.1 0.1
H 2.919 3.629 2.208 -0.4 -0.2 -0.2
H -1.997 1.746 5.075 0.3 -0.3 0.3
H -2.261 0.274 6.075 0.2 0.2 -0.4
H -0.603 0.833 5.810 -0.4 0.2 -0.2
H -3.256 -1.714 2.691 -0.1 0.3 0.3
H -3.660 -1.338 4.394 0.2 0.2 -0.5
H -3.834 -0.077 3.138 0.1 -0.4 0.1
H -0.671 -2.772 4.063 0.2 0.3 0.4
H 0.344 -1.630 5.055 -0.5 -0.3 -0.2
H -1.294 -2.127 5.596 0.3 0.3 -0.4
H -2.149 3.408 3.259 -0.4 -0.3 -0.2
H -3.662 3.479 2.285 0.4 -0.2 0.2
H -3.345 2.057 3.315 0.2 0.4 -0.1
H -1.143 3.232 -0.793 0.1 0.2 0.2
H -2.434 4.106 0.036 0.4 -0.2 0.1
H -0.789 4.125 0.749 -0.2 -0.2 -0.4
H -2.731 0.609 -0.669 -0.4 0.1 0.4
H -3.617 0.175 0.841 0.1 0.3 -0.4
H -4.070 1.672 -0.065 0.3 -0.4 0.0
```
Positions in Å, forces in eV/Å.

Calculated values
**Expectation value of S²**: 4.067
**LUMO (alpha / beta)**: -0.255 / 0.001 eV
**2S+1**: 4
**Kohn-Sham gap (alpha / beta)**: 7.178 / 7.166 eV

Results of the Löwdin charge analysis, in e, for atoms 1 through 8: atom 1 (C): -0.2239, atom 2 (C): -0.1662, atom 3 (C): -0.1706, atom 4 (H): 0.0943, atom 5 (C): -0.1593, atom 6 (C): -0.1944, atom 7 (H): 0.0763, atom 8 (H): 0.0491

no.,maximum force (eV Å⁻¹)
1,6.07
2,5.85
3,0.21
4,3.30